Record 1
Formula: C2H2NPS
Source: OMol25
Level of theory: ωB97M-V/def2-TZVPD

XYZ file:
```
7
Properties=species:S:1:pos:R:3:forces:R:3:nbo_charge:R:1
C -1.0619 0.4921 -0.3547 -1.9125 -1.8025 -0.8922 -0.35
N -1.3269 -0.7830 -0.5775 -0.3353 -0.3741 -0.2527 -0.60
S -0.1638 -1.8793 -0.2109 0.2419 2.5137 0.8210 0.68
C 0.9439 -0.6915 0.4460 -1.9803 -0.8849 -1.5720 -0.81
P 0.5106 0.9344 0.2295 0.7160 0.4060 0.9802 0.61
H -1.9998 1.0512 -0.5648 1.2653 0.4514 0.1463 0.24
H 1.7432 -1.1505 0.9110 2.0049 -0.3095 0.7695 0.23
```
Positions in Å, forces in eV/Å.

Calculated values
* HOMO energy: -9.5 eV
* electronic energy: -871.6680 Eh
* energy relative to the best compared isomer or geometry (same formula, charge and spin): 101.8 kJ/mol
* structure (SMILES): c1nscp1
* E_LUMO: -0.03 eV
* Kohn-Sham gap: 0.3476 Eh
* charge: 0

***

Record 2
Formula: C6H6
Source: OMol25
Level of theory: ωB97M-V/def2-TZVPD

XYZ file:
```
12
Properties=species:S:1:pos:R:3:forces:R:3:nbo_charge:R:1
C 2.8131 -0.8897 -0.2658 -1.2049 1.6617 0.1122 -0.15
C 1.9517 -1.9848 -0.1597 0.9243 -2.0286 1.0567 -0.06
C 0.9326 -1.0431 -0.5372 -0.5384 -0.2586 -2.4566 -0.06
C -1.4708 0.4945 0.3525 0.5517 1.1619 0.9740 -0.37
C 1.6604 -0.1837 0.2441 0.7653 -0.2144 -0.1235 -0.21
C -2.5329 0.9275 -0.2079 -3.2410 -0.5483 -1.2158 -0.36
H 3.6954 -0.5997 -0.8294 -0.1931 -0.1145 0.2265 0.25
H -0.7435 -0.1155 0.0077 1.2983 -2.0486 -1.6878 0.19
H 1.1433 0.4096 0.9634 0.9699 0.6525 1.0139 0.25
H -2.9946 0.5117 -1.0720 0.2891 -0.4231 -1.0449 0.18
H -1.1730 1.0035 1.1935 0.4682 0.9258 2.4923 0.16
H -3.2816 1.4696 0.3110 -0.0893 1.2343 0.6530 0.18
```
Positions in Å, forces in eV/Å.

Calculated values
* HOMO energy: -8.9 eV
* electronic energy: -231.8967 Eh
* energy relative to the best compared isomer or geometry (same formula, charge and spin): 865.4 kJ/mol
* E_LUMO: 0.08 eV
* Kohn-Sham gap: 0.3309 Eh
* charge: 0

***

Record 3
Formula: C2H4N4OS
Source: OMol25
Level of theory: ωB97M-V/def2-TZVPD

XYZ file:
```
12
Properties=species:S:1:pos:R:3:forces:R:3:nbo_charge:R:1
N -0.0496 1.5498 -1.0999 -2.1883 -1.6546 -0.5402 -0.62
N 0.1994 0.0688 -0.6787 2.1476 3.1783 -1.6485 -0.15
N 1.3613 -0.0778 0.1115 2.3355 -0.2739 -1.8899 -0.45
C 1.0448 -0.9820 1.1376 -0.8593 1.5907 1.4041 0.17
S 2.0932 -1.7094 2.1751 -0.4868 0.1545 -0.8437 -0.10
N -0.4367 -0.8773 1.2982 2.9198 -0.9412 -2.0857 -0.52
C -0.7264 -0.3822 0.1299 -2.6038 -0.5113 2.5956 0.64
O -1.9660 -0.1598 -0.2557 -2.2997 -1.6996 2.3750 -0.65
H -1.0467 1.8622 -0.7411 2.4879 -1.0751 -0.2492 0.37
H -0.3044 1.3700 -2.1001 0.6071 0.4700 0.8661 0.36
H 2.3023 -0.0115 -0.4937 -2.8648 -0.7386 2.2597 0.44
H -2.4713 -0.6508 0.5170 0.8047 1.5008 -2.2434 0.52
```
Positions in Å, forces in eV/Å.

Calculated values
* HOMO energy: -8.5 eV
* electronic energy: -770.9677 Eh
* energy relative to the best compared isomer or geometry (same formula, charge and spin): 184.9 kJ/mol
* structure (SMILES): Nn1[nH]c(=S)nc1O
* E_LUMO: 0.17 eV
* Kohn-Sham gap: 0.3193 Eh
* charge: 0

***

Record 4
Formula: ClHNO2S2
Source: OMol25
Level of theory: ωB97M-V/def2-TZVPD

XYZ file:
```
7
Properties=species:S:1:pos:R:3:forces:R:3:nbo_charge:R:1
N -0.3251 0.3213 -0.3258 0.3772 1.0910 -1.9022 -1.08
O 1.7838 0.7562 0.2833 -0.9315 0.9328 -0.4692 -0.93
O -0.1255 0.5789 2.0604 1.1972 -0.6785 -0.4011 -0.97
S -1.6608 -0.3631 -0.4924 -3.0129 -2.1920 -1.2605 0.54
S 0.5556 -0.1413 0.9498 0.9253 1.1389 1.9503 1.59
Cl -1.4308 -2.4290 -2.0610 -0.0670 0.8163 0.5923 -0.65
H 1.2028 1.2769 -0.4142 1.5117 -1.1085 1.4904 0.50
```
Positions in Å, forces in eV/Å.

Calculated values
* HOMO energy: -4.5 eV
* electronic energy: -1462.4221 Eh
* energy relative to the best compared isomer or geometry (same formula, charge and spin): 97.8 kJ/mol
* E_LUMO: 3.07 eV
* Kohn-Sham gap: 0.2769 Eh
* charge: -1

***

Record 5
Formula: C19H23N3O2S
Source: OMol25
Level of theory: ωB97M-V/def2-TZVPD

XYZ file:
```
48
Properties=species:S:1:pos:R:3:forces:R:3:nbo_charge:R:1
C -0.4237 -0.8580 2.4538 -0.0126 -0.0061 -0.0004 -0.68
C -0.0927 -1.4315 1.1177 -0.3849 -0.3260 -0.3819 0.29
N 1.2139 -1.2939 0.7641 0.4195 -0.1965 -0.0605 -0.55
C 1.5966 -1.7144 -0.3879 0.0694 0.1148 0.3161 0.32
S 3.2457 -1.3805 -0.8827 0.3256 -0.0334 -0.2679 0.25
C 3.8005 -0.4828 0.5932 -0.2392 -0.3003 0.0424 -0.61
C 2.8650 0.6401 1.0496 0.3961 -0.0901 -0.2735 0.71
O 2.7395 0.8872 2.2272 0.0248 0.1027 0.4582 -0.63
N 2.3143 1.3588 0.0556 0.0416 0.2501 -0.3148 -0.63
C 1.3257 2.3909 0.2844 -0.0480 -0.0031 0.2764 -0.05
C 1.6877 3.6778 -0.4870 -0.1086 0.1376 0.0188 -0.41
C 0.4833 3.9905 -1.3805 0.0625 -0.0317 -0.1063 -0.40
C -0.1677 2.6301 -1.6127 -0.1324 0.1163 0.1435 -0.40
C -0.0600 1.9713 -0.2415 0.0343 -0.0291 -0.0511 -0.42
N 0.7845 -2.3459 -1.2605 0.0437 -0.0116 -0.0744 -0.60
C -0.5827 -2.5428 -0.9947 0.3135 0.1085 0.1464 0.64
O -1.2714 -3.1034 -1.8219 -0.2459 -0.1247 -0.2465 -0.62
C -1.0061 -2.0152 0.2852 0.0320 -0.0396 0.2384 -0.18
C -2.4758 -2.0831 0.5967 0.1043 0.0139 -0.1079 -0.46
C -3.0980 -0.7278 0.3717 -0.1512 -0.0433 0.0994 -0.01
C -3.0872 -0.1707 -0.9021 -0.0336 0.0282 -0.0154 -0.17
C -3.6180 1.0862 -1.1243 0.0180 0.0049 -0.0822 -0.22
C -4.1620 1.8074 -0.0743 -0.0545 0.1228 0.0301 -0.23
C -4.1855 1.2567 1.1947 -0.0421 0.1203 0.0522 -0.21
C -3.6574 -0.0043 1.4158 -0.0397 -0.0603 -0.0591 -0.22
H -0.8078 -1.6313 3.1170 -0.0969 -0.0319 0.0956 0.23
H -1.1844 -0.0863 2.3522 -0.0812 0.0564 0.0543 0.24
H 0.4759 -0.4246 2.8819 0.0128 0.0228 0.0482 0.26
H 3.9108 -1.1934 1.4112 -0.0302 0.1838 -0.0032 0.26
H 4.7770 -0.0703 0.3347 -0.0122 -0.0327 -0.0309 0.25
H 2.4441 1.0571 -0.8991 0.0660 -0.1011 0.1231 0.39
H 1.3140 2.5441 1.3654 -0.0051 0.0103 -0.1554 0.24
H 2.5736 3.4923 -1.0962 0.0418 0.0172 0.0219 0.20
H 1.9165 4.4996 0.1882 0.1115 0.0309 0.0090 0.22
H -0.2152 4.6406 -0.8527 -0.0628 0.0612 -0.0122 0.20
H 0.7749 4.4823 -2.3070 -0.0370 0.1058 -0.0109 0.21
H 0.3973 2.0626 -2.3549 0.0329 -0.0569 -0.1039 0.19
H -1.1983 2.7083 -1.9525 -0.0289 -0.0580 -0.1124 0.22
H -0.8374 2.3611 0.4156 -0.1027 0.0220 0.0379 0.21
H -0.1670 0.8886 -0.2781 -0.0463 -0.0539 0.0850 0.22
H 1.1315 -2.6830 -2.1513 -0.1247 0.0390 0.0979 0.43
H -2.6350 -2.4056 1.6267 -0.0456 -0.0311 -0.0140 0.22
H -2.9267 -2.8104 -0.0824 -0.0077 -0.0157 0.1503 0.26
H -2.6697 -0.7357 -1.7225 0.0624 -0.0867 -0.1168 0.22
H -3.6129 1.5029 -2.1212 0.0033 0.0327 -0.0843 0.21
H -4.5730 2.7913 -0.2464 -0.0407 0.0753 -0.0128 0.21
H -4.6172 1.8090 2.0169 -0.0349 0.0477 0.0609 0.21
H -3.6924 -0.4323 2.4080 0.0336 -0.0614 0.0928 0.21
```
Positions in Å, forces in eV/Å.

Calculated values
* HOMO energy: -8.6 eV
* electronic energy: -1450.8163 Eh
* energy relative to the best compared isomer or geometry (same formula, charge and spin): 32.4 kJ/mol
* structure (SMILES): Cc1nc(SCC(=O)NC2CCCC2)[nH]c(=O)c1Cc1ccccc1
* E_LUMO: 0.40 eV
* Kohn-Sham gap: 0.3303 Eh
* charge: 0

***

Record 6
Formula: C3H5NO2S
Source: OMol25
Level of theory: ωB97M-V/def2-TZVPD

XYZ file:
```
12
Properties=species:S:1:pos:R:3:forces:R:3:nbo_charge:R:1
C -2.6070 -0.4279 -0.5970 2.7732 0.0639 1.0662 -0.11
N -1.7029 -0.0956 0.3369 -3.2677 -1.9743 -4.1553 -0.13
O -0.4561 -0.1937 -0.2687 0.2781 0.3648 0.4242 -0.41
C 0.2606 0.8784 0.2976 0.5061 0.3085 0.0593 -0.23
S 1.8624 0.9142 -0.5357 -0.0672 -0.1455 0.5902 0.26
C 2.7023 -0.4417 0.2559 2.9805 -2.8090 -1.1458 0.20
O 3.6849 -0.9548 -0.3748 -3.9462 2.1063 3.0246 -0.54
H -3.5591 -0.6248 -0.2392 -1.8424 0.2474 1.0076 0.17
H -2.5498 -0.7167 -1.7101 1.0758 0.6810 1.8326 0.20
H 0.3772 0.7707 1.3840 0.0215 -0.1611 -0.1783 0.20
H -0.3477 1.7807 0.1184 0.8260 0.0832 -0.0614 0.21
H 2.3350 -0.8889 1.3327 0.6624 1.2347 -2.4640 0.17
```
Positions in Å, forces in eV/Å.

Calculated values
* HOMO energy: -10.0 eV
* electronic energy: -720.6035 Eh
* energy relative to the best compared isomer or geometry (same formula, charge and spin): 375.5 kJ/mol
* structure (SMILES): C=NOCSC=O
* E_LUMO: 0.42 eV
* Kohn-Sham gap: 0.3812 Eh
* charge: 0

***

Record 7
Formula: H7NO2
Source: OMol25
Level of theory: ωB97M-V/def2-TZVPD

XYZ file:
```
10
Properties=species:S:1:pos:R:3:forces:R:3:nbo_charge:R:1
N -1.4717 0.6678 1.1779 -0.7006 0.1089 0.3085 -1.09
H -1.3384 -0.3181 1.3437 0.3231 -0.0985 -0.2972 0.38
H -1.6610 1.0886 2.0770 0.0733 0.1926 -0.0743 0.35
H -0.7044 1.1369 0.7280 0.2677 -0.2198 0.0440 0.36
O 1.8596 1.8213 -3.7470 0.1549 -0.2089 -0.1818 -0.93
H 2.6125 1.8737 -4.3474 -0.0454 0.1434 0.0869 0.47
H 1.5628 0.9107 -3.8523 -0.1104 0.0647 0.0982 0.47
O -0.6636 -2.3296 2.3011 0.2401 -0.3013 -0.2287 -0.94
H 0.0854 -1.7441 2.4565 0.0064 -0.0409 0.0425 0.47
H -0.2812 -3.1072 1.8624 -0.2091 0.3598 0.2020 0.47
```
Positions in Å, forces in eV/Å.

Calculated values
* HOMO energy: -9.6 eV
* electronic energy: -209.4188 Eh
* energy relative to the best compared isomer or geometry (same formula, charge and spin): 50.4 kJ/mol
* structure (SMILES): N.O.O
* E_LUMO: 0.77 eV
* Kohn-Sham gap: 0.3819 Eh
* charge: 0

***

Record 8
Formula: C3H2HgO3
Source: OMol25
Level of theory: ωB97M-V/def2-TZVPD

XYZ file:
```
9
Properties=species:S:1:pos:R:3:forces:R:3:mulliken_spin:R:1
O 1.4345 -0.0491 -1.2161 0.4308 0.3781 -0.6434 0.15
C 0.2453 0.4426 -0.8410 -1.8083 0.7000 0.5493 0.03
C -0.0971 0.1294 0.6278 -0.5665 -1.8331 0.0876 0.21
O 0.7527 -0.2197 1.4375 -1.2213 1.1657 0.4155 0.11
Hg 2.3258 -1.3543 0.1895 1.3979 -1.0130 -0.3457 0.82
H -0.6306 0.1075 -1.4548 0.4349 -0.1478 0.3161 0.01
H 0.1282 1.5586 -0.8737 0.5043 -0.2688 -0.1295 0.02
C -1.5518 -0.4855 0.8941 -0.0639 1.3388 -0.0213 0.44
O -2.6071 -0.1296 1.2367 0.8921 -0.3200 -0.2285 0.20
```
Positions in Å, forces in eV/Å.

Calculated values
* HOMO energy (alpha / beta): -8.2 / -9.7 eV
* electronic energy: -494.5001 Eh
* energy relative to the best compared isomer or geometry (same formula, charge and spin): 0.0 kJ/mol
* ⟨S²⟩: 2.013
* spin multiplicity: 3
* E_LUMO (alpha / beta): -0.09 / -2.09 eV
* Kohn-Sham gap (alpha / beta): 0.2967 / 0.2804 Eh
* charge: 0